ORCA calculation (the ωB97M-V functional and the def2-TZVPD basis) on a molecular structure, C41H67Br2Cl2FKMgN6O13S3 in a non-equilibrium geometry.

Properties
Total charge   +1
Highest occupied orbital energy   -6.52 eV
LUMO energy   -0.173 Eh
HOMO-LUMO gap   1.8 eV
Energy   -11070.91201 hartree

```
137
Properties=species:S:1:pos:R:3:lowdin_charge:R:1
C 2.781 -1.556 -1.985 -0.215
C 2.376 -1.173 -3.525 -0.218
C 0.768 -1.192 -3.583 -0.208
C 0.120 -0.230 -4.696 -0.214
N -1.341 0.093 -4.433 -0.199
C -1.813 1.208 -5.306 -0.214
C -1.907 2.622 -4.488 -0.162
C -0.712 3.645 -4.827 -0.215
C -0.367 4.680 -3.650 -0.150
C -0.266 4.018 -2.202 -0.009
C 0.964 3.047 -1.954 0.007
C 2.089 2.757 -3.045 -0.109
C 3.527 3.191 -2.445 -0.170
O 3.958 2.104 -1.590 -0.239
C 5.392 1.886 -1.656 -0.245
C 5.787 1.026 -0.338 -0.164
C 1.016 2.369 -0.533 0.177
C -0.097 2.697 0.492 -0.133
O -0.178 2.110 1.823 0.065
C -1.262 1.155 1.688 -0.116
N -2.368 0.634 1.647 -0.003
N -1.184 3.639 0.183 0.166
C -1.333 4.317 -1.088 -0.062
C -2.574 5.313 -1.276 -0.110
O -2.397 6.456 -0.374 -0.137
N -1.054 6.783 -0.425 -0.020
O -0.753 7.070 0.683 0.117
C -2.063 -1.171 -4.666 -0.963
S -2.567 -1.743 -6.177 0.673
S -2.452 -2.312 -3.218 0.817
C -3.660 -1.504 -2.064 -0.472
C -3.412 -2.187 -0.598 -0.307
C -1.862 -2.199 -0.158 -0.158
H 1.831 -1.877 -1.403 0.068
H 3.480 -2.474 -1.963 -0.209
H 3.329 -0.708 -1.452 0.017
H 2.760 -2.047 -4.164 0.091
H 2.861 -0.200 -3.879 0.071
H 0.462 -2.275 -3.861 0.110
H 0.282 -0.939 -2.572 0.087
H 0.747 0.740 -4.764 0.059
H 0.269 -0.758 -5.717 0.127
H -2.838 1.056 -5.781 0.106
H -1.018 1.399 -6.129 0.078
H -2.888 3.140 -4.833 0.114
H -2.009 2.346 -3.383 0.093
H -1.074 4.280 -5.726 0.101
H 0.205 3.016 -5.144 0.070
H -1.065 5.599 -3.662 0.115
H 0.685 5.108 -3.889 0.131
H 2.022 1.650 -3.316 0.089
H 1.963 3.377 -4.016 0.099
H 4.301 3.391 -3.286 0.135
H 3.418 4.160 -1.814 0.159
H 6.004 2.853 -1.744 0.121
H 5.590 1.301 -2.640 0.120
H 6.224 -0.003 -0.586 0.067
H 4.805 0.852 0.252 -0.114
H 6.515 1.681 0.259 0.074
H 1.865 1.625 -0.286 0.131
H -1.893 3.846 0.914 0.170
H -2.663 5.750 -2.333 0.125
H -3.594 4.819 -1.042 0.133
H -3.595 -0.362 -2.024 0.068
H -4.743 -1.810 -2.342 0.090
H -3.758 -3.293 -0.586 0.124
H -4.003 -1.640 0.232 0.039
H -1.442 -3.278 -0.142 0.098
H -1.182 -1.528 -0.784 0.055
H -1.772 -1.831 0.936 0.042
F 8.456 -1.301 2.059 0.107
C 7.602 -0.869 2.986 -0.266
C 6.320 -1.417 3.046 -0.227
C 5.420 -0.964 4.030 -0.348
C 5.818 0.039 4.930 -0.055
C 7.090 0.573 4.850 -0.003
C 7.995 0.111 3.872 0.064
H 6.030 -2.182 2.337 0.101
H 4.424 -1.385 4.089 0.082
H 5.125 0.393 5.686 0.126
H 7.395 1.351 5.543 0.127
H 8.998 0.517 3.808 0.138
Cl 6.056 -2.897 4.665 0.605
O 2.501 6.515 2.794 -0.370
S 1.915 5.311 2.184 0.151
O 2.829 4.165 2.362 -0.400
O 1.701 5.542 0.738 -0.445
O 0.617 5.007 2.829 -0.428
C -2.951 -2.886 6.744 0.049
C -2.952 -2.329 5.359 -0.418
O -3.480 -2.828 4.400 0.171
N -2.172 -1.152 5.041 0.099
C -3.011 -0.012 4.573 0.015
H -3.934 -3.301 6.968 0.114
H -2.190 -3.666 6.817 0.124
H -2.732 -2.099 7.470 0.081
H -1.559 -0.894 5.818 0.198
H -1.632 -1.445 4.218 0.197
H -2.346 0.838 4.419 0.106
H -3.750 0.221 5.342 0.120
H -3.488 -0.288 3.631 0.071
C -4.371 -1.682 11.840 -0.017
C -3.447 -2.661 11.148 -0.349
C -2.420 -3.255 12.064 -0.101
O -1.389 -3.622 11.154 0.078
C -1.462 -2.739 10.120 -0.535
O -0.612 -2.603 9.280 0.137
O -2.629 -2.027 10.167 0.061
H -5.184 -1.388 11.171 0.085
H -4.812 -2.128 12.735 0.097
H -3.845 -0.766 12.121 0.097
H -4.033 -3.439 10.645 0.160
H -2.798 -4.124 12.604 0.149
H -2.009 -2.537 12.779 0.150
K -4.618 0.862 0.651 0.843
Br 0.046 3.043 -8.297 0.667
C 1.952 3.453 -8.350 -0.668
C 2.784 2.196 -8.387 -0.669
Br 2.876 1.356 -6.630 0.671
H 2.165 4.087 -7.489 0.054
H 2.091 4.033 -9.265 0.062
H 3.819 2.427 -8.645 0.063
H 2.401 1.445 -9.079 0.057
Mg 3.691 -4.486 -1.949 0.356
C -5.421 -7.728 -4.441 -0.014
C -4.325 -6.856 -3.893 -0.555
O -3.832 -7.044 -2.787 0.016
N -3.882 -5.828 -4.670 0.004
C -4.335 -5.449 -5.988 -0.085
H -5.670 -8.502 -3.714 0.085
H -6.316 -7.131 -4.631 0.084
H -5.088 -8.213 -5.362 0.087
H -3.147 -5.284 -4.241 0.113
H -3.482 -5.495 -6.668 0.085
H -4.701 -4.421 -5.939 0.067
H -5.127 -6.096 -6.360 0.075
Cl 3.799 -0.584 1.159 -0.161
```